Density functional theory data (ωB97M-V/def2-TZVPD) for C18H22N2O3S in the gas phase in a non-equilibrium geometry.

For the molar mass, the calculation gives 346.452 g/mol. The LUMO energy comes out at -0.5 eV. The highest occupied orbital energy comes out at -8.48 eV. The calculation puts the energy relative to the best compared isomer or geometry (same formula, charge and spin) at 19.679 eV. The structure (SMILES) is Cc1ccc(CNC(=O)CN(Cc2ccccc2)S(C)(=O)=O)cc1.

Structure (ORCA input):
```
! wB97M-V def2-TZVPD RIJCOSX def2/J DEFGRID3
* xyz 0 1
C -3.279 -2.953 1.691
C -3.036 -1.512 1.254
C -3.596 -0.915 0.063
C -3.532 0.284 -0.297
C -2.832 1.002 0.385
C -2.358 0.603 1.764
C -2.561 -0.763 2.235
H -2.047 -0.982 2.860
H -1.782 1.378 2.250
C -2.482 2.520 0.045
N -1.421 2.638 -0.799
C -0.215 2.626 -0.439
O 0.223 2.903 0.585
C 0.934 1.876 -1.174
N 0.761 0.349 -1.113
S -0.228 -0.550 -1.892
O -1.016 0.195 -2.681
O -0.751 -1.697 -1.250
C 1.166 -1.017 -3.273
H 1.765 -1.657 -2.549
H 0.499 -1.741 -4.028
H 1.400 -0.172 -3.530
C 1.027 -0.025 0.409
C 2.453 -0.179 0.760
C 3.233 -1.162 -0.098
C 4.690 -1.368 0.303
C 5.285 -0.527 0.921
C 4.603 0.923 1.336
C 3.113 0.782 1.311
H 2.671 1.638 1.619
H 5.094 1.690 1.797
H 6.314 -0.412 0.929
H 5.188 -2.215 -0.009
H 2.687 -2.282 -0.344
H 0.526 -1.186 0.404
H 0.610 0.716 1.136
H 0.756 1.984 -2.440
H 1.926 2.116 -0.676
H -1.518 1.880 -1.608
H -2.358 3.352 0.975
H -3.262 2.930 -0.354
H -4.154 0.755 -0.953
H -4.415 -1.711 -0.521
H -4.402 -3.433 1.476
H -3.157 -3.076 2.569
H -2.522 -3.607 0.950
*
```

Okay, here come the natural (NBO) numbers, in e, for every atom: C -0.547; C -0.002; C -0.099; C -0.327; C -0.010; C -0.169; C -0.187; H 0.155; H 0.212; C -0.212; N -0.618; C 0.650; O -0.621; C -0.273; N -0.779; S 2.395; O -0.993; O -0.918; C -0.757; H 0.223; H 0.217; H 0.160; C -0.267; C -0.077; C -0.181; C -0.232; C -0.194; C -0.130; C -0.241; H 0.212; H 0.199; H 0.204; H 0.212; H 0.215; H 0.258; H 0.242; H 0.208; H 0.262; H 0.419; H 0.213; H 0.188; H 0.221; H 0.191; H 0.204; H 0.160; H 0.212

Density functional theory data (ωB97M-V/def2-TZVPD) for a 5-piece molecular cluster, C20H35IN4O4 overall in a non-equilibrium geometry.

For the molar mass, the calculation gives 522.428 g/mol. The LUMO energy comes out at -2.0 eV. The highest occupied orbital energy comes out at -10.22 eV. The calculation puts the energy relative to the best compared isomer or geometry (same formula, charge and spin) at 6.262 eV. The structure (SMILES) is C[C@@H](O)COC(=O)OI.CCCC#N.CCCC#N.CCCC#N.CCCC#N.

Structure (ORCA input):
```
! wB97M-V def2-TZVPD RIJCOSX def2/J DEFGRID3
* xyz 0 1
C 3.234 1.427 1.751
C 1.704 1.357 2.337
O 1.543 0.219 3.266
C 1.293 2.768 3.136
O 2.041 3.942 2.664
C 1.537 4.454 1.381
O 1.277 5.787 1.317
O 1.338 3.689 0.141
I 2.318 4.554 -1.418
H 3.440 2.332 1.031
H 3.439 0.394 1.213
H 4.003 1.487 2.651
H 0.922 1.266 1.457
H 0.904 -0.401 2.796
H 1.650 2.580 4.260
H 0.126 2.891 3.138
C 5.380 -2.442 3.970
C 5.507 -0.927 4.096
C 6.415 -0.315 3.028
C 7.815 -0.892 3.151
N 8.977 -1.372 3.254
H 6.344 -2.941 4.108
H 4.701 -2.832 4.735
H 4.984 -2.722 2.987
H 5.892 -0.686 5.095
H 4.510 -0.479 4.019
H 6.462 0.772 3.153
H 6.025 -0.525 2.026
C -1.085 -0.330 -2.193
C -1.518 -1.711 -1.711
C -1.402 -1.876 -0.194
C 0.044 -1.687 0.233
N 1.244 -1.530 0.588
H -0.030 -0.139 -1.975
H -1.212 -0.249 -3.277
H -1.684 0.456 -1.719
H -0.908 -2.470 -2.215
H -2.558 -1.882 -2.011
H -1.737 -2.876 0.102
H -2.029 -1.141 0.322
C -4.708 -5.878 -1.483
C -5.614 -4.675 -1.728
C -4.914 -3.340 -1.465
C -4.466 -3.272 -0.015
N -4.093 -3.216 1.189
H -4.387 -5.935 -0.438
H -5.240 -6.807 -1.710
H -3.815 -5.832 -2.116
H -6.501 -4.763 -1.089
H -5.962 -4.699 -2.767
H -5.600 -2.511 -1.669
H -4.042 -3.227 -2.118
C -1.886 4.393 -4.827
C -2.984 4.589 -3.787
C -2.936 3.547 -2.667
C -3.118 2.156 -3.253
N -3.269 1.002 -3.738
H -1.982 3.432 -5.341
H -1.941 5.176 -5.590
H -0.894 4.439 -4.363
H -3.959 4.551 -4.289
H -2.886 5.589 -3.350
H -3.734 3.739 -1.942
H -1.978 3.594 -2.139
*
```

Okay, here come the natural (NBO) numbers, in e, for every atom: C -0.665; C 0.081; O -0.739; C -0.119; O -0.495; C 0.955; O -0.576; O -0.714; I 0.503; H 0.224; H 0.239; H 0.208; H 0.182; H 0.495; H 0.222; H 0.198; C -0.613; C -0.391; C -0.504; C 0.289; N -0.348; H 0.216; H 0.217; H 0.207; H 0.207; H 0.224; H 0.249; H 0.247; C -0.610; C -0.384; C -0.512; C 0.316; N -0.390; H 0.210; H 0.234; H 0.200; H 0.210; H 0.204; H 0.269; H 0.252; C -0.615; C -0.386; C -0.508; C 0.292; N -0.354; H 0.218; H 0.221; H 0.204; H 0.212; H 0.214; H 0.258; H 0.245; C -0.614; C -0.385; C -0.506; C 0.305; N -0.371; H 0.217; H 0.220; H 0.204; H 0.211; H 0.215; H 0.254; H 0.249